Computed, not measured: a molecular structure, C6H18InO8P2, with the ωB97M-V functional and the def2-TZVPD basis.

Computed properties:
- Energy: -1712.970581 a.u.
- F_max: 14.64 eV Å⁻¹
- Total charge: +3

Geometry (Å):
In -10.92552 36.22129 -24.41209
C -11.31013 37.86100 -20.17842
O -10.25169 36.99685 -20.24833
P -9.29055 36.80831 -21.55449
O -10.08337 36.51078 -22.81368
O -8.26899 35.66569 -20.93244
C -8.65985 34.30879 -20.79040
O -8.44427 38.15045 -21.63993
C -8.86497 39.19106 -22.53687
H -11.17153 38.66229 -19.45259
H -12.22103 37.34525 -19.87454
H -11.52959 38.24580 -21.17434
H -9.03116 34.12782 -19.78170
H -7.82932 33.62979 -20.98339
H -9.45072 34.04868 -21.49393
H -8.96834 40.13665 -22.00467
H -9.75676 39.05011 -23.14753
H -8.00580 39.47339 -23.14533
C -13.44619 38.12375 -27.51549
O -12.80198 39.15607 -26.70392
P -11.36955 38.83887 -26.02127
O -11.33876 37.72069 -25.09834
O -10.97177 40.29874 -25.45489
C -9.76619 40.51576 -24.68912
O -10.39374 38.67192 -27.34648
C -10.14343 39.75696 -28.26830
H -14.50638 38.17753 -27.26813
H -13.12412 37.09922 -27.32915
H -13.41912 38.38627 -28.57306
H -9.30172 41.35093 -25.21339
H -9.10924 39.64818 -24.75097
H -9.85944 40.75869 -23.63063
H -10.46141 40.76139 -27.98882
H -10.56281 39.42029 -29.21638
H -9.06265 39.77667 -28.40840

Löwdin atomic charge list, values in e, 2 entries: number 1, In, carries 1.5819; number 2, C, carries -0.0899

Computed, not measured: a molecular structure, C6H18KN2O3, with the ωB97M-V functional and the def2-TZVPD basis.

Computed properties:
- Energy: -1174.126068 a.u.
- F_max: 18.87 eV Å⁻¹
- Total charge: +1

Geometry (Å):
K -0.99798 0.92426 -0.38999
C 0.18585 1.14202 -4.07836
C 0.47639 1.45710 -2.61939
O 0.22304 0.34444 -1.76054
H 0.89331 0.45727 -4.54606
H 0.23085 2.05836 -4.66691
H -0.82692 0.75986 -4.20624
H -0.13667 2.31325 -2.33786
H 1.51015 1.77365 -2.48068
H 0.83698 -0.35191 -2.00505
C -1.63968 -1.57504 0.72962
O -1.15465 -0.76413 -0.04243
N -1.35135 -2.81165 0.77169
N -2.35013 -1.26291 1.78134
H -0.78761 -3.21100 0.03494
H -1.96863 -3.36352 1.35005
H -2.71627 -0.32721 1.88389
H -2.86911 -2.01806 2.20621
C 1.11339 -0.48576 0.58015
C 0.64783 0.23314 1.84005
C 1.77225 0.98131 2.57822
O -0.34420 1.15093 1.52360
H 1.71414 0.11653 -0.10136
H 0.25667 -0.84457 0.00973
H 1.81799 -1.28223 0.81943
H 0.06780 -0.42813 2.48378
H 2.19447 1.68123 1.85716
H 2.51910 0.31166 3.00470
H 1.40565 1.54329 3.43723
H -0.72269 1.47793 2.34299

Löwdin atomic charge list, values in e, 2 entries: number 1, K, carries 1.1498; number 2, C, carries -0.0584

Ordered energy relative to the best compared isomer or geometry (same formula, charge and spin) results: 71.6 165.0; unit kcal/mol.
Ordered gap between HOMO and LUMO results: 4.30 10.31; unit eV.
Ordered LUMO results: -16.61 -2.84; unit eV.